{"formula": "C25H68N5O17", "method": "the ωB97M-V functional and the def2-TZVPD basis", "elements": ["N", "H", "C", "H", "C", "H", "C", "C", "C", "H", "H", "C", "O", "H", "C", "H", "H", "C", "H", "H", "H", "H", "H", "H", "O", "N", "H", "H", "O", "H", "H", "O", "O", "H", "H", "C", "O", "H", "H", "C", "H", "H", "O", "H", "C", "H", "O", "H", "H", "H", "H", "N", "H", "H", "O", "H", "C", "H", "C", "H", "O", "H", "H", "H", "O", "H", "H", "H", "H", "H", "C", "H", "H", "C", "H", "H", "O", "H", "H", "C", "H", "H", "C", "H", "H", "O", "C", "O", "C", "H", "H", "N", "H", "O", "N", "C", "H", "C", "H", "H", "C", "H", "H", "C", "H", "H", "H", "O", "H", "H", "H", "C", "C", "O", "H"], "xyz": [[24.525, -3.772, 0.656], [14.608, -7.350, 0.995], [24.218, -18.422, 2.316], [16.447, -8.888, -1.502], [20.424, -4.684, -5.604], [17.766, -8.467, 0.129], [21.828, -11.588, 4.996], [17.539, -16.515, -2.728], [22.358, -9.777, -2.025], [23.202, -4.529, 2.708], [23.242, -3.098, 3.700], [14.793, -7.944, -0.813], [24.201, -11.887, -7.978], [23.955, -17.019, -0.442], [24.341, -3.174, 1.787], [17.020, -17.312, -3.260], [25.209, -10.580, -9.178], [24.256, -10.619, -8.650], [22.757, -17.464, 1.110], [18.921, -3.419, -4.681], [18.908, -5.140, -4.367], [20.307, -4.851, -2.853], [21.254, -5.354, -5.379], [23.500, -18.462, 3.136], [28.940, -17.846, -4.748], [28.837, -11.976, -1.372], [28.473, -3.817, -5.790], [22.824, -11.577, -10.119], [23.572, -9.967, -10.965], [22.905, -19.187, 0.669], [23.714, -11.977, -7.156], [20.888, -3.496, -6.296], [26.195, -3.211, -6.435], [26.927, -16.173, -4.572], [23.388, -11.373, -0.899], [15.982, -8.954, -0.519], [30.865, -11.096, -0.685], [22.215, -9.481, 5.395], [28.184, -5.333, -4.950], [29.275, -17.073, -6.948], [24.123, -9.751, -8.004], [26.941, -20.367, 1.447], [22.061, -8.688, -1.111], [27.372, -15.310, -5.890], [22.101, -10.190, 4.575], [29.520, -9.136, 0.272], [27.928, -3.487, -3.914], [27.596, -2.611, -4.124], [24.177, -9.271, -10.699], [24.049, -21.083, 1.567], [26.544, -20.132, 4.076], [27.498, -16.187, -5.405], [21.459, -9.778, -2.641], [23.797, -4.383, 0.314], [20.211, -3.966, -3.214], [30.271, -16.638, -6.864], [17.265, -15.080, -3.104], [15.682, -10.002, -0.489], [29.610, -11.087, -0.685], [25.020, -21.711, 2.692], [14.018, -7.817, 0.398], [15.326, -7.039, -1.103], [23.605, -20.593, 3.248], [21.918, -12.048, 3.215], [16.892, -8.577, 0.510], [23.113, -9.505, -2.762], [20.127, -3.037, -6.658], [24.788, -17.496, 2.379], [22.660, -12.154, 5.416], [18.573, -16.697, -3.019], [23.111, -10.590, -9.756], [21.725, -11.707, -1.098], [19.082, -14.398, -3.802], [28.879, -9.959, -0.042], [28.106, -9.507, -0.663], [17.322, -16.619, -1.665], [25.125, -2.313, 2.096], [26.823, -18.610, 1.394], [23.014, -9.594, 2.884], [28.502, -17.073, -5.578], [14.251, -8.258, -1.705], [25.683, -4.470, -4.763], [26.029, -19.231, 3.744], [29.186, -12.870, -1.688], [22.191, -10.081, -9.468], [24.303, -17.850, -0.110], [19.562, -4.273, -4.461], [22.802, -12.387, -2.594], [23.181, -3.440, 2.667], [28.379, -10.337, 0.850], [25.262, -3.297, -6.643], [25.255, -19.602, 2.429], [26.633, -18.324, 3.736], [16.124, -14.608, -2.799], [18.073, -14.363, -3.828], [26.253, -19.535, 1.300], [27.846, -11.824, -1.247], [24.418, -20.812, 2.556], [21.378, -9.659, 3.957], [19.684, -5.169, -6.240], [23.453, -18.290, 0.961], [21.001, -11.578, 5.706], [28.760, -16.504, -7.722], [22.600, -11.369, -1.652], [29.484, -18.100, -7.248], [25.335, -19.148, 4.580], [17.786, -13.516, -4.298], [23.251, -10.085, 3.675], [22.235, -3.239, 2.164], [26.294, -5.054, -6.262], [25.783, -19.708, 0.332], [26.423, -4.254, -5.534], [27.832, -4.307, -5.056], [21.433, -12.452, 3.939], [25.367, -3.745, 0.099]], "homo_energy_ha": -0.044, "total_charge": -1, "e_above_lowest_kcal_mol": 205.7, "largest_force_ha_per_bohr": 0.121, "gap_ev": 1.331}